16
Properties=species:S:1:pos:R:3 method="wB97M-V/def2-TZVPD" charge=0 multiplicity=1 e_tot_ha=-379.869716 orbital_gap_ev=8.515 relative_energy_kj_mol=573.6 e_homo_ha=-0.2896
C -0.96 -1.66 2.26
C 1.02 0.28 -1.78
C 0.32 0.36 -0.63
C -0.33 -1.64 0.14
C -0.20 1.46 0.23
N 0.10 -1.71 1.52
N -1.77 -1.69 0.17
O -2.16 -1.60 1.60
H -1.00 -1.93 3.27
H 1.54 1.10 -2.26
H 1.46 -0.70 -2.16
H 0.19 -2.33 -0.43
H -0.48 0.99 1.16
H 0.59 2.20 0.38
H -1.24 1.88 -0.06
H -2.20 -0.89 -0.40

16
Properties=species:S:1:pos:R:3 method="wB97M-V/def2-TZVPD" charge=0 multiplicity=1 smiles="C=NN1[C@H](C=O)[C@@H]1C" e_tot_ha=-379.813971 orbital_gap_ev=9.810 relative_energy_kj_mol=719.9 e_homo_ha=-0.3601
C -2.26 -1.23 0.31
N -1.69 -0.76 -0.73
N -0.53 -0.14 0.02
C 0.71 -0.67 -0.37
C 1.95 -1.07 0.39
O 3.04 -1.16 -0.34
C 0.26 0.69 -0.82
C 0.47 1.94 0.12
H -3.42 -1.44 0.04
H -1.92 -1.04 1.29
H 0.80 -1.25 -1.22
H 1.46 -1.00 1.44
H -0.28 0.68 -1.76
H -0.70 2.22 0.25
H 1.34 2.71 0.24
H 0.75 1.51 1.14

16
Properties=species:S:1:pos:R:3 method="wB97M-V/def2-TZVPD" charge=0 multiplicity=1 e_tot_ha=-379.971987 orbital_gap_ev=9.823 relative_energy_kj_mol=305.1 e_homo_ha=-0.3690
H -0.53 -1.98 0.43
N -0.05 -1.64 -0.40
C 0.16 -0.37 -0.43
C -0.52 0.70 0.40
C -1.27 0.32 1.46
C -1.01 1.89 -0.39
H 0.47 0.06 -1.39
H -1.30 -0.69 1.83
H -2.07 0.93 1.85
H -1.06 1.76 -1.47
H -0.37 2.75 -0.19
H -2.02 2.21 -0.14
N 2.98 -0.73 0.93
C 2.64 -1.18 -0.11
O 2.47 -1.90 -1.17
H 1.50 -2.15 -1.20

16
Properties=species:S:1:pos:R:3 method="wB97M-V/def2-TZVPD" charge=0 multiplicity=1 e_tot_ha=-379.791764 orbital_gap_ev=9.970 relative_energy_kj_mol=778.2 e_homo_ha=-0.3554
C -1.08 -0.83 0.42
C -0.33 0.30 -0.03
C 0.10 1.09 1.21
C 1.11 -0.05 0.03
C 1.24 -0.91 -1.26
H -2.21 -0.25 0.05
H -1.20 -1.09 1.55
H -0.72 -1.79 -0.18
H -0.65 1.47 2.04
H 0.50 2.15 0.77
H 1.85 0.72 0.02
H 1.92 -1.76 -1.09
H -1.46 0.45 -1.56
N 0.46 -0.31 -2.21
N -0.52 0.69 -1.36
O 0.99 0.13 1.59

16
Properties=species:S:1:pos:R:3 method="wB97M-V/def2-TZVPD" charge=0 multiplicity=1 e_tot_ha=-379.974464 orbital_gap_ev=7.779 relative_energy_kj_mol=298.6 e_homo_ha=-0.2595
C 1.11 -0.03 -2.32
C -0.69 0.90 2.23
N 0.23 -0.21 -1.19
N -1.08 -1.05 0.68
C -0.09 -1.63 0.01
C -0.52 0.25 0.91
C 0.09 0.72 -0.24
O 0.54 -2.62 -0.08
H -2.04 -1.23 0.38
H 0.64 1.66 -0.26
H 1.72 0.87 -2.24
H 0.51 0.02 -3.24
H 1.78 -0.89 -2.42
H -1.65 1.44 2.30
H -0.66 0.19 3.06
H 0.11 1.63 2.40

17
Properties=species:S:1:pos:R:3 method="wB97M-V/def2-TZVPD" charge=0 multiplicity=1 e_tot_ha=-455.203757 orbital_gap_ev="7.917 / 7.918" relative_energy_kj_mol=406.2 e_homo_ha="-0.3416 / -0.3416"
C -0.61 -1.65 -0.35
N 0.90 1.71 -0.60
C 0.71 0.54 -1.15
C -0.37 0.96 0.98
C 0.37 -0.57 0.06
N -1.63 1.11 0.49
C 1.47 -0.91 0.78
O 0.66 0.07 -2.27
O 0.04 1.26 2.05
H 1.10 2.43 -1.29
H -1.74 1.11 -0.51
H -2.18 1.79 0.99
H -0.72 -2.40 0.44
H -0.24 -2.14 -1.25
H -1.60 -1.25 -0.57
H 1.67 -1.93 1.09
H 2.17 -0.14 1.09

17
Properties=species:S:1:pos:R:3 method="wB97M-V/def2-TZVPD" charge=0 multiplicity=1 e_tot_ha=-455.111346 orbital_gap_ev=8.212 relative_energy_kj_mol=648.9 e_homo_ha=-0.2753
C -1.25 -1.06 -1.31
C 0.63 -1.94 0.78
C 0.06 0.42 0.48
C -0.34 -0.40 -0.38
N 0.81 1.00 1.42
C -0.49 1.93 -0.75
O 1.71 -1.71 1.59
N 0.05 2.99 -0.35
O 0.25 -3.06 0.57
H 2.00 -2.58 1.95
H 1.62 0.47 1.72
H 0.95 2.00 1.25
H -0.28 3.85 -0.80
H -1.26 1.87 -1.54
H -2.24 -0.59 -1.34
H -0.83 -1.11 -2.32
H -1.39 -2.09 -0.96

17
Properties=species:S:1:pos:R:3 method="wB97M-V/def2-TZVPD" charge=0 multiplicity=1 smiles=CCc1c[n+]([O-])cn1O e_tot_ha=-455.038819 orbital_gap_ev=8.013 relative_energy_kj_mol=839.3 e_homo_ha=-0.2864
C -2.30 0.42 0.42
C -1.37 0.29 -0.78
C 0.00 0.04 -0.25
C 1.38 1.34 -0.22
N 2.40 0.55 0.04
O 3.58 0.94 0.10
C 2.04 -0.75 0.29
N 0.77 -1.02 0.03
O 0.09 -2.25 0.00
H -2.79 1.38 0.50
H -1.65 0.38 1.25
H -3.03 -0.37 0.51
H -1.31 1.18 -1.42
H -1.66 -0.62 -1.53
H 1.29 2.41 -0.35
H 2.88 -1.50 0.58
H -0.31 -2.42 0.84

17
Properties=species:S:1:pos:R:3 method="wB97M-V/def2-TZVPD" charge=0 multiplicity=1 e_tot_ha=-455.171117 orbital_gap_ev=9.191 relative_energy_kj_mol=491.9 e_homo_ha=-0.3166
C -0.09 0.86 1.16
C 1.10 0.24 0.47
C 0.30 0.08 -1.32
C -0.62 -0.52 0.76
N -0.44 1.11 -1.84
C -1.76 -1.18 1.00
O 2.40 0.61 0.66
N 0.88 -0.76 -2.09
O 0.71 -1.05 0.82
H 2.88 -0.19 0.93
H -1.27 1.36 -1.33
H -0.62 1.00 -2.84
H 1.46 -1.40 -1.54
H -0.56 1.73 0.70
H 0.06 1.02 2.23
H -1.82 -2.25 0.85
H -2.62 -0.65 1.37

18
Properties=species:S:1:pos:R:3 method="wB97M-V/def2-TZVPD" charge=0 multiplicity=1 smiles="CN1C(C(=O)O)=CN[C@H]1S" e_tot_ha=-853.429552 orbital_gap_ev=8.244 relative_energy_kj_mol=298.9 e_homo_ha=-0.2889
C -0.37 -1.85 0.34
N -0.39 -0.54 -0.13
C 0.92 0.18 -0.09
C 2.12 -0.17 -0.88
O 3.26 0.14 -0.59
O 1.93 -0.84 -2.02
C 0.61 1.33 0.76
N -0.67 1.30 1.20
C -1.35 0.33 0.46
S -2.30 1.25 -1.02
H -1.37 -2.16 0.06
H 0.39 -2.33 -0.13
H -0.35 -1.78 1.43
H 1.05 -1.15 -2.22
H 1.34 2.05 1.12
H -1.18 2.06 1.77
H -2.04 -0.23 0.89
H -1.60 2.43 -0.95

21
Properties=species:S:1:pos:R:3 method="wB97M-V/def2-TZVPD" charge=-2 multiplicity=1 e_tot_ha=-1288.632630 orbital_gap_ev=7.268 relative_energy_kj_mol=107.0 e_homo_ha=-0.0384
C 0.14 0.62 4.07
C 0.16 -0.35 3.09
C -1.43 1.04 2.65
C 0.61 0.83 -3.21
C -0.74 -0.50 -1.04
N -0.85 1.50 3.82
N -0.79 -0.01 2.14
O -1.27 -0.99 -3.88
O 1.90 0.27 -0.53
O 0.85 -1.90 -2.60
O 1.27 -2.17 0.18
P -0.20 -0.81 -2.79
P 0.96 -0.84 -0.40
H 0.91 0.82 4.82
H 0.94 -0.90 2.78
H -2.30 1.48 2.23
H 1.45 0.82 -2.49
H 0.90 0.61 -4.24
H 0.12 1.80 -3.10
H -1.16 -1.46 -0.98
H -1.45 0.12 -0.51

16
Properties=species:S:1:pos:R:3 method="wB97M-V/def2-TZVPD" charge=0 multiplicity=1 smiles=SCCc1ccn[nH]1 e_tot_ha=-702.998341 orbital_gap_ev=9.871 relative_energy_kj_mol=83.2 e_homo_ha=-0.3331
S -0.98 -0.97 2.02
C 0.74 -1.21 1.44
C 1.33 0.04 0.74
C 0.65 0.40 -0.53
C 0.85 -0.02 -1.85
C -0.18 0.66 -2.56
N -0.94 1.45 -1.73
N -0.42 1.22 -0.54
H -1.48 -1.04 0.76
H 1.30 -1.40 2.35
H 0.80 -2.06 0.81
H 2.42 -0.18 0.49
H 1.37 0.86 1.39
H 1.52 -0.71 -2.27
H -0.27 0.65 -3.66
H -0.89 1.59 0.28

16
Properties=species:S:1:pos:R:3 method="wB97M-V/def2-TZVPD" charge=0 multiplicity=1 smiles="SCC1=NN2C[C@H]2C1" e_tot_ha=-702.867180 orbital_gap_ev=9.276 relative_energy_kj_mol=427.5 e_homo_ha=-0.3236
S 3.20 0.05 -0.54
C 1.85 -0.53 0.28
C 0.50 -0.36 -0.21
N -0.26 -1.29 -0.66
N -1.55 -0.65 -0.96
C -2.42 -0.30 0.21
C -1.56 0.74 -0.55
C -0.22 0.97 -0.11
H 4.29 -0.23 0.28
H 1.65 0.02 1.34
H 2.11 -1.61 0.44
H -2.07 -0.82 1.25
H -3.48 -0.34 0.14
H -2.06 1.51 -1.17
H 0.17 1.64 -0.72
H -0.16 1.20 0.98

16
Properties=species:S:1:pos:R:3 method="wB97M-V/def2-TZVPD" charge=0 multiplicity=1 e_tot_ha=-702.962845 orbital_gap_ev=6.895 relative_energy_kj_mol=176.4 e_homo_ha=-0.2385
C 1.31 1.75 -0.04
C 1.68 0.25 -0.08
C -0.53 0.47 0.05
C -1.95 0.09 -0.01
C 0.44 -1.86 0.12
N 0.50 -0.44 -0.01
N -0.06 1.76 0.06
S 3.24 -0.29 -0.04
H 1.90 2.63 -0.16
H -2.09 -0.89 0.46
H -2.60 0.83 0.46
H -2.19 -0.25 -1.13
H 1.17 -2.16 0.88
H -0.66 -2.10 0.45
H 0.46 -2.35 -0.83
H -0.62 2.56 -0.17

16
Properties=species:S:1:pos:R:3 method="wB97M-V/def2-TZVPD" charge=0 multiplicity=1 smiles="C[C@]12CN1N=C[C@H]2S" e_tot_ha=-702.934169 orbital_gap_ev=9.668 relative_energy_kj_mol=251.7 e_homo_ha=-0.3304
C 0.62 1.70 -0.66
C 0.35 0.34 -0.03
C 0.85 -0.07 1.31
N 1.40 -0.68 0.15
N 0.87 -1.96 -0.12
C -0.32 -1.85 -0.62
C -0.84 -0.44 -0.62
S -2.47 -0.12 0.27
H 0.65 1.59 -1.72
H -0.25 2.35 -0.40
H 1.52 2.15 -0.28
H 1.52 0.62 1.83
H 0.17 -0.66 1.88
H -0.91 -2.73 -0.90
H -1.15 -0.09 -1.64
H -2.02 -0.14 1.57

16
Properties=species:S:1:pos:R:3 method="wB97M-V/def2-TZVPD" charge=0 multiplicity=1 e_tot_ha=-702.928579 orbital_gap_ev=8.663 relative_energy_kj_mol=266.3 e_homo_ha=-0.2925
C 1.83 -0.17 0.05
C 1.79 1.00 -0.49
C 0.53 1.61 -0.22
C -0.25 0.65 0.40
C -1.77 0.52 0.79
H 2.55 -1.64 -0.85
H 4.03 -0.81 -0.14
H 2.57 1.41 -1.04
H 0.05 2.45 -0.76
H -2.14 1.47 0.89
H -1.89 0.11 1.80
H -1.94 -1.81 -0.43
H 0.51 -1.21 1.13
N 2.83 -1.25 0.11
N 0.57 -0.51 0.46
S -2.52 -0.58 -0.49

17
Properties=species:S:1:pos:R:3 method="wB97M-V/def2-TZVPD" charge=0 multiplicity=3 e_tot_ha=-1100.906854 s2=2.02 orbital_gap_ev="5.776 / 6.571" relative_energy_kj_mol=441.5 e_homo_ha="-0.1851 / -0.3220"
C 3.03 1.26 -0.77
C 3.82 0.43 0.01
C 1.53 -0.08 0.02
C -2.27 -0.26 1.66
C -2.33 -0.47 -1.13
N 1.73 0.92 -0.78
N -0.05 -1.04 0.15
S 2.87 -0.75 0.82
S -1.11 0.14 0.10
H 3.30 2.13 -1.39
H 4.85 0.38 -0.10
H -3.37 0.13 1.46
H -2.06 0.09 2.62
H -2.34 -1.33 1.61
H -1.55 -0.69 -1.90
H -3.08 0.37 -1.57
H -2.97 -1.23 -0.82

16
Properties=species:S:1:pos:R:3 method="wB97M-V/def2-TZVPD" charge=0 multiplicity=1 e_tot_ha=-2706.101773 orbital_gap_ev=7.888 relative_energy_kj_mol=221.8 e_homo_ha=-0.2909
C 0.53 -1.90 0.43
C 1.69 -1.21 -0.05
C -1.33 -0.40 0.71
C 2.79 0.66 -1.07
C -3.57 1.35 0.72
N -0.56 -1.26 0.41
N 1.63 -0.08 -0.65
Se -2.70 0.09 -0.38
H 0.56 -2.95 0.56
H 2.70 -1.85 -0.03
H 3.75 -0.10 -1.11
H 2.45 1.02 -2.11
H 3.12 1.42 -0.49
H -2.89 2.29 1.10
H -4.33 1.87 0.25
H -3.83 1.02 1.71

17
Properties=species:S:1:pos:R:3 method="wB97M-V/def2-TZVPD" charge=0 multiplicity=1 e_tot_ha=-414.027104 orbital_gap_ev=8.877 relative_energy_kj_mol=800.9 e_homo_ha=-0.3258
C 2.67 -0.33 -0.19
C 1.14 -0.73 -0.23
C -1.89 -0.95 0.36
C -3.16 -0.39 -0.22
C -2.92 1.09 -0.30
H 3.34 1.03 1.29
H 2.03 1.93 -0.25
H 3.03 -0.72 -1.19
H 3.06 -0.73 0.71
H 0.78 -1.83 -0.61
H -1.66 -2.02 0.41
H -3.99 -1.04 -0.53
H -3.31 2.23 -0.31
N 2.98 1.00 -0.12
N 0.40 0.19 0.50
N -0.93 0.04 0.50
N -1.57 1.23 0.15

20
Properties=species:S:1:pos:R:3 method="wB97M-V/def2-TZVPD" charge=0 multiplicity=1 e_tot_ha=-639.888442 orbital_gap_ev="4.952 / 4.936" relative_energy_kj_mol=424.3 e_homo_ha="-0.2622 / -0.2619"
C -1.27 -1.65 2.05
C -1.06 -1.94 0.62
C -0.85 1.05 0.05
C 0.27 0.05 -0.10
C 1.10 0.44 -1.35
N -2.09 -2.60 2.50
N -1.73 -3.02 0.33
N -0.70 -0.67 2.70
N -0.36 -1.25 -0.33
O -2.35 -3.42 1.47
O -2.07 0.80 -0.33
O 1.11 0.08 1.00
H -0.68 1.98 0.56
H 2.12 0.59 -1.02
H 0.74 1.37 -1.78
H 1.07 -0.34 -2.11
H -0.96 -0.65 3.68
H 0.01 -1.83 -1.07
H -2.14 -0.11 -0.69
H 0.56 -0.13 1.82

19
Properties=species:S:1:pos:R:3 method="wB97M-V/def2-TZVPD" charge=0 multiplicity=1 e_tot_ha=-887.577891 orbital_gap_ev="6.878 / 6.880" relative_energy_kj_mol=593.6 e_homo_ha="-0.2818 / -0.2818"
C -2.33 0.47 -0.06
C -1.00 0.14 0.02
C 2.84 -2.44 -0.19
C -2.90 1.80 -0.40
C 1.73 0.85 -0.28
N -3.15 -0.57 0.22
N -2.59 -1.66 0.51
N 2.55 -1.30 -0.66
N 2.16 -0.33 0.17
O 1.58 1.91 0.49
S -0.92 -1.52 0.45
H 3.18 -3.19 -0.89
H 2.78 -2.70 0.86
H -3.51 2.17 0.42
H -2.10 2.51 -0.60
H -3.54 1.72 -1.28
H 1.77 1.03 -1.35
H 2.06 -0.55 1.18
H 1.40 1.68 1.41

22
Properties=species:S:1:pos:R:3 method="wB97M-V/def2-TZVPD" charge=+2 multiplicity=1 e_tot_ha=-1035.625736 orbital_gap_ev=8.574 relative_energy_kj_mol=0.0 e_homo_ha=-0.6422
N 1.23 -1.71 2.13
C 1.08 -0.95 0.98
O 1.95 -1.13 0.08
P 2.56 0.29 -0.95
O 4.00 0.16 -0.99
O 1.78 1.43 -0.47
N 1.70 -0.41 -2.30
C 0.45 -0.18 -2.61
N -0.35 0.40 -1.73
C -0.35 0.66 -0.38
N -1.21 1.61 0.04
C -1.46 1.54 1.40
N -0.74 0.52 1.87
C -0.01 -0.04 0.77
H 0.62 -2.15 2.89
H 2.03 -2.31 1.95
H 2.33 -0.83 -3.07
H 0.08 -0.37 -3.54
H -1.33 0.64 -2.08
H -1.55 2.45 -0.56
H -2.28 2.17 1.97
H -0.78 0.19 2.82

15
Properties=species:S:1:pos:R:3 method="wB97M-V/def2-TZVPD" charge=+1 multiplicity=1 e_tot_ha=-324.833230 orbital_gap_ev=8.661 relative_energy_kj_mol=540.1 e_homo_ha=-0.4794
C -0.62 0.55 -1.64
C -1.66 0.88 -2.40
C 0.68 -0.49 0.13
C -0.58 -0.27 1.01
C -0.27 -0.32 2.38
N 0.49 0.33 -1.12
O 1.93 -0.28 0.64
H -2.09 0.12 -3.05
H -2.13 1.85 -2.29
H 0.47 -1.63 0.02
H 0.66 -1.03 2.77
H -1.03 -0.18 3.05
H 0.17 0.71 2.00
H 1.34 0.39 -1.66
H 2.63 -0.64 0.16

15
Properties=species:S:1:pos:R:3 method="wB97M-V/def2-TZVPD" charge=+1 multiplicity=1 e_tot_ha=-324.831878 orbital_gap_ev="7.628 / 8.726" relative_energy_kj_mol=543.7 e_homo_ha="-0.4586 / -0.5049"
C -1.43 2.64 -1.48
C -0.58 2.00 -0.68
C -0.65 3.41 -0.48
C 0.94 -2.31 1.13
C -0.03 -0.88 -0.63
N 0.47 -0.95 0.72
O -0.39 4.42 0.03
H -2.15 2.75 -2.25
H 1.26 -2.30 2.17
H 0.13 -3.03 1.00
H 1.77 -2.61 0.50
H 0.71 -0.96 -1.42
H -1.03 -1.22 -0.81
H -0.28 -0.66 1.36
H 1.25 -0.30 0.83

15
Properties=species:S:1:pos:R:3 method="wB97M-V/def2-TZVPD" charge=+1 multiplicity=1 e_tot_ha=-324.821568 orbital_gap_ev=7.964 relative_energy_kj_mol=570.8 e_homo_ha=-0.5085
C 0.23 -0.10 -0.66
C -0.40 -0.03 1.82
C -1.19 0.99 1.07
C -0.70 -0.32 0.30
C 0.49 -0.81 -1.89
N 1.69 1.35 -0.28
O 2.68 1.12 -0.81
H 0.68 0.01 2.17
H -0.81 -0.74 2.64
H -2.29 0.83 1.23
H -0.67 1.88 0.68
H -1.49 -1.16 0.19
H 0.25 -1.83 -1.71
H 1.58 -0.67 -2.04
H -0.03 -0.53 -2.70

16
Properties=species:S:1:pos:R:3 method="wB97M-V/def2-TZVPD" charge=+1 multiplicity=1 e_tot_ha=-400.047668 orbital_gap_ev="6.515 / 6.518" relative_energy_kj_mol=642.2 e_homo_ha="-0.4246 / -0.4247"
C -1.88 -0.30 0.18
C -1.72 0.97 -0.34
C -2.02 -1.52 0.43
C -0.59 1.72 -0.48
C 0.69 0.03 0.03
N 2.27 -0.04 0.58
O 0.59 1.28 -0.62
O 0.40 -1.10 -0.65
H -1.34 -2.33 0.25
H -2.64 1.49 -0.72
H -2.02 -1.37 1.64
H -0.65 2.62 -1.05
H 3.08 0.07 -0.06
H 2.41 -1.04 0.99
H 2.45 0.69 1.30
H 0.98 -1.16 -1.47

18
Properties=species:S:1:pos:R:3 method="wB97M-V/def2-TZVPD" charge=-1 multiplicity=1 e_tot_ha=-1196.898852 orbital_gap_ev=7.203 relative_energy_kj_mol=368.7 e_homo_ha=-0.1493
C 2.62 0.10 0.07
C -1.61 0.43 -0.85
C -1.25 1.54 0.05
C -1.34 -0.92 -0.22
C 1.16 0.37 0.41
N 0.77 -2.19 0.71
O 2.89 -0.84 -0.72
O 3.44 0.83 0.65
S 0.53 2.03 -0.13
S 0.60 -1.24 -0.48
H -2.67 0.57 -1.12
H -0.98 0.55 -1.81
H -1.78 2.37 -0.23
H -1.49 1.43 1.12
H -1.69 -0.90 0.84
H -1.95 -1.71 -0.53
H 1.08 0.26 1.45
H 1.66 -2.68 0.77

18
Properties=species:S:1:pos:R:3 method="wB97M-V/def2-TZVPD" charge=0 multiplicity=1 smiles="C=C(C#N)P(=O)(OC)OC" e_tot_ha=-817.107652 orbital_gap_ev=10.658 relative_energy_kj_mol=256.5 e_homo_ha=-0.3826
C 0.57 -2.70 0.22
C 0.68 -1.70 1.00
C 1.00 -1.40 2.34
N 1.32 -1.07 3.39
P 0.25 0.28 0.06
O 0.91 1.56 0.31
O 0.50 -0.22 -1.42
C 0.75 0.89 -2.31
O -1.38 0.48 0.11
C -1.90 1.59 0.87
H 0.15 -2.62 -0.76
H 0.70 -3.67 0.64
H -0.19 1.25 -2.54
H 1.30 0.40 -3.05
H 1.36 1.53 -1.77
H -2.58 2.05 0.24
H -1.12 2.27 0.95
H -2.33 1.09 1.69

16
Properties=species:S:1:pos:R:3 method="wB97M-V/def2-TZVPD" charge=0 multiplicity=1 e_tot_ha=-666.560176 orbital_gap_ev=9.603 relative_energy_kj_mol=179.1 e_homo_ha=-0.3179
H 2.11 1.15 -0.29
N 1.49 0.30 -0.32
C 0.50 0.27 -1.15
C 0.03 1.39 -2.11
O -0.29 -0.81 -1.12
P 0.10 -2.04 -0.03
C -0.87 -1.65 1.39
C -0.82 -0.15 1.57
C 0.43 -1.01 1.44
H -0.09 1.08 -3.22
H -1.08 1.57 -1.73
H 0.70 2.24 -1.93
H -1.42 -2.32 1.93
H -1.09 0.62 0.76
H -0.99 0.25 2.67
H 1.27 -0.89 2.16